Entry 1:
# C16H19BN6NiS

A molecular structure, C16H19BN6NiS (the ωB97M-V functional and the def2-TZVPD basis, the Open Molecules 2025 dataset).

Each line ends with the Löwdin charge.
Geometry (Å):
H1 1.8255 -1.5071 1.1035  0.09
N1 0.2495 -1.4381 -0.3056  0.04
B1 -1.6185 -1.9680 -1.8980  -0.49
N2 -0.4710 -2.4213 -0.9494  -0.03
C1 -0.0076 -3.6428 -0.6000  -0.08
Ni1 -0.3521 0.8757 -0.8571  0.08
H2 -0.4478 -4.5332 -1.0204  0.11
C2 1.0407 -3.4557 0.3027  -0.07
H3 1.6415 -4.2056 0.7730  0.08
C3 1.1483 -2.0562 0.4631  -0.14
H4 -2.1267 -2.8926 -2.4560  0.11
C4 0.4228 2.5355 -0.9153  -0.22
H5 0.9258 2.9639 -0.0534  0.00
H6 -0.6613 2.8315 -0.9050  0.05
H7 0.8858 2.8172 -1.8551  0.00
N3 -0.9991 -0.9470 -2.8884  0.02
N4 -2.6229 -1.1546 -1.0442  -0.01
N5 -0.4159 0.2474 -2.4698  -0.08
N6 -2.2617 0.0850 -0.5237  -0.01
C5 -0.8759 -1.0130 -4.2179  -0.08
C6 -3.8866 -1.4554 -0.6781  -0.07
H8 -1.2949 -1.8703 -4.7474  0.13
H9 -4.3423 -2.3755 -1.0146  0.12
C7 -0.1992 0.0978 -4.6673  -0.08
C8 -4.3743 -0.4078 0.1053  -0.07
C9 0.0977 0.8650 -3.5623  -0.10
C10 -3.3269 0.5320 0.1782  -0.15
H10 0.0618 0.3362 -5.7012  0.10
H11 -5.3441 -0.3337 0.5538  0.08
H12 0.6371 1.7976 -3.4912  0.10
H13 -3.2936 1.4581 0.7304  0.09
H14 1.0288 0.9698 -0.7545  0.09
S1 -0.4012 1.1666 1.5900  0.92
C11 1.0538 1.1359 2.4318  -0.65
C12 0.9574 1.2003 3.8551  -0.11
C13 2.0842 1.0383 4.6421  -0.08
C14 3.3434 0.8450 4.0484  -0.06
C15 3.4585 0.8377 2.6526  -0.07
C16 2.3360 1.0072 1.8432  -0.10
H15 -0.0275 1.3490 4.2941  0.10
H16 1.9834 1.0639 5.7275  0.11
H17 4.2269 0.7098 4.6733  0.11
H18 4.4341 0.7003 2.1820  0.11
H19 2.4402 1.0284 0.7604  0.09

gap between HOMO and LUMO (alpha / beta)	7.6960 / 5.8464	eV
strongest force on any atom	5.76	eV/Å
energy above the lowest of the compared OMol25 structures with the same formula, charge and spin	75.5	kcal per mole
spin multiplicity	3
highest occupied orbital energy (alpha / beta)	-7.031 / -8.053	eV

---

Entry 2:
# C3H10NO2

3 unconnected molecules or ions with the total composition C3H10NO2 (the ωB97M-V functional and the def2-TZVPD basis, the Open Molecules 2025 dataset).

Each line ends with the Löwdin charge.
Geometry (Å):
C1 2.2079 0.4693 0.1201  -0.11
C2 1.4017 1.5013 0.2558  0.10
C3 0.5837 -1.1405 -0.7247  0.19
N1 1.7604 -0.8462 -0.3173  0.07
H1 3.2771 0.5015 0.2634  0.12
H2 0.3304 1.4478 0.0973  0.05
H3 1.8715 2.3774 0.6908  0.09
H4 0.5318 -1.9208 -1.4750  0.13
H5 -0.3693 -0.8845 -0.2717  0.09
H6 2.5244 -1.3383 -0.7676  0.17
H7 -2.7133 -2.3796 0.9318  0.07
H8 -2.7997 -1.1922 -0.0663  0.04
O1 -2.2415 -1.9206 0.2209  -0.05
H9 -2.8609 1.5502 0.2581  0.06
H10 -1.6034 2.2906 0.6121  0.05
O2 -1.9007 1.4847 0.1723  -0.06

gap between HOMO and LUMO	9.4702	eV
strongest force on any atom	2.35	eV/Å
energy above the lowest of the compared OMol25 structures with the same formula, charge and spin	57.6	kcal per mole
net charge	+1
highest occupied orbital energy	-14.909	eV

---

Entry 3:
# C52H46BrF6LuN2O6P2S3

A molecular structure, C52H46BrF6LuN2O6P2S3 (the ωB97M-V functional and the def2-TZVPD basis, the Open Molecules 2025 dataset).

Each line ends with the Löwdin charge.
Geometry (Å):
Lu1 4.7806 1.3810 -4.0379  1.17
C1 -7.8354 5.5708 3.1656  -0.06
C2 -6.4107 5.5802 2.4797  -0.22
C3 -5.1272 5.6002 3.0865  -0.04
C4 -4.0506 5.0353 2.3758  0.01
C5 -4.3568 4.3881 1.0398  -0.31
C6 -5.5612 4.5348 0.4635  -0.17
C7 -6.6435 5.0192 1.1660  -0.06
S1 -3.1612 3.5333 -0.0428  1.03
O1 -1.7662 3.9788 0.1759  -0.48
C8 -3.1250 1.9412 0.8340  -0.26
C9 -2.1977 1.8139 1.9371  -0.02
C10 -2.1565 0.6872 2.6634  -0.04
C11 -2.8306 -0.4872 2.3678  -0.14
C12 -2.9009 -1.6332 3.1989  -0.04
C13 -3.7185 -2.6781 2.8847  -0.09
C14 -4.5817 -2.5888 1.7588  -0.01
C15 -4.4741 -1.3836 1.0358  -0.03
C16 -3.7519 -0.2654 1.2008  -0.11
C17 -3.8048 0.8914 0.4169  -0.21
C18 -4.7374 0.9817 -0.7080  -0.15
C19 -6.1830 1.1338 -0.4916  -0.06
C20 -6.6107 1.7950 0.7559  -0.02
C21 -7.9162 2.0737 0.9862  -0.07
C22 -8.8199 1.6258 -0.0241  -0.13
C23 -8.5682 0.9987 -1.1155  -0.06
C24 -7.2012 0.6605 -1.3717  -0.18
C25 -6.7485 0.2804 -2.6188  -0.01
C26 -5.3632 0.4146 -3.0282  -0.03
C27 -4.4293 0.8729 -2.0502  -0.30
S2 -2.7470 0.5987 -2.6295  1.05
O2 -3.0984 0.0969 -3.9717  -0.55
C28 -2.2521 -0.9800 -1.5616  -0.27
C29 -2.8626 -1.9820 -2.2710  -0.11
C30 -2.7213 -3.2861 -1.8512  -0.03
C31 -2.1455 -3.6452 -0.6132  -0.26
C32 -2.4904 -4.9112 0.0566  -0.08
C33 -1.5367 -2.5697 0.0637  -0.02
C34 -1.4495 -1.2531 -0.4869  -0.04
H1 -8.1489 4.5056 2.9138  0.07
H2 -8.5085 6.2374 2.6242  0.07
H3 -8.0559 5.7171 4.1943  0.05
H4 -5.1282 6.0454 4.1356  0.13
H5 -3.1433 5.0152 2.8133  0.06
H6 -5.7632 4.0385 -0.4021  0.08
H7 -7.7788 5.1826 0.8694  0.16
H8 -1.7831 2.6065 2.2949  0.05
H9 -1.6077 0.7395 3.6652  0.15
H10 -2.0687 -1.6765 3.8973  0.12
H11 -3.7262 -3.5631 3.4823  0.08
H12 -5.2052 -3.4121 1.5349  0.09
H13 -5.1251 -1.2360 0.2428  0.10
H14 -5.7799 2.1476 1.3461  0.10
H15 -8.3792 2.5074 1.9719  0.14
H16 -9.8571 1.9272 0.1638  0.11
H17 -9.1618 0.7786 -1.9876  0.12
H18 -7.3198 -0.2030 -3.4675  0.13
H19 -4.9905 0.0312 -3.9874  0.10
H20 -3.4850 -1.6952 -3.1186  0.09
H21 -3.3351 -4.0141 -2.4469  0.13
H22 -2.0216 -4.9796 1.0404  0.04
H23 -2.1339 -5.7856 -0.4618  0.07
H24 -3.5711 -5.0929 0.3022  0.10
H25 -1.1001 -2.8112 1.0372  0.12
H26 -0.9223 -0.4091 -0.0265  0.13
Br1 5.4372 0.5021 -1.2103  -0.39
O3 3.2795 2.2496 -4.3942  -0.80
F1 5.7060 1.5177 -5.9216  -0.35
P1 6.5653 -0.1277 -6.0601  0.03
F2 7.4101 0.3443 -4.8300  -0.11
F3 5.3343 -0.6460 -4.9052  -0.31
F4 5.4695 -0.4812 -7.0434  -0.06
F5 7.3861 0.5777 -7.1127  -0.04
F6 7.2810 -1.3575 -6.0878  0.04
C35 -2.0740 -6.1277 4.3846  0.06
C36 -1.5476 -7.0380 3.6125  -0.34
C37 -1.5938 -8.5616 3.9879  0.11
C38 -0.2457 -9.2707 3.7512  -0.01
C39 0.5824 -8.6018 2.9887  -0.28
C40 0.1413 -7.6076 2.0260  -0.02
C41 -1.0516 -6.9522 2.2561  -0.05
C42 1.8491 -9.1210 2.6596  -0.20
N1 2.9484 -9.3858 2.4792  0.17
H27 -2.5978 -6.4002 5.3740  0.11
H28 -1.8761 -5.1594 3.8860  0.07
H29 -2.3624 -8.9856 4.5297  0.06
H30 -0.0129 -10.1229 4.2680  0.09
H31 0.5234 -7.2535 1.0761  0.12
H32 -1.4834 -6.6259 1.2252  0.11
C43 8.5356 -2.6550 1.0712  -0.08
O4 8.2436 -1.2720 0.9336  -0.34
P2 8.7690 0.0272 0.3894  0.87
O5 10.0725 -0.6462 -0.5662  -0.37
C44 11.1197 0.4940 -0.7047  -0.11
O6 9.9804 0.6286 1.5311  -0.44
C45 9.6480 1.9011 2.0689  -0.19
H33 9.0667 -3.0772 0.2943  0.06
H34 7.5664 -3.1775 1.1400  0.10
H35 9.0553 -3.0226 1.9193  0.07
H36 12.0387 0.0586 -1.1239  0.07
H37 11.4495 0.9796 0.2041  0.05
H38 10.6876 1.2961 -1.3534  0.07
H39 10.1755 2.5880 1.4135  0.07
H40 9.9546 1.9033 3.1512  0.10
H41 8.6476 2.1818 1.9560  0.04
S3 8.8838 4.1747 -2.8144  1.01
C46 7.9244 2.6902 -2.9138  -0.44
N2 6.6804 2.8741 -3.0986  -0.08
C47 6.2875 4.2173 -3.2180  -0.27
C48 4.9679 4.6921 -3.4844  -0.03
C49 4.7308 5.9781 -3.1250  -0.08
C50 5.8039 6.7874 -2.5868  -0.11
C51 7.1577 6.4888 -2.6097  -0.07
C52 7.4127 5.0615 -2.9118  -0.48
H42 8.4087 1.7637 -2.8236  0.05
H43 4.1261 3.9943 -3.7487  0.07
H44 3.7385 6.4453 -3.3581  0.12
H45 5.4780 7.7487 -2.2461  0.08
H46 7.9754 7.0850 -2.1955  0.10

gap between HOMO and LUMO (alpha / beta)	6.1242 / 4.2884	eV
strongest force on any atom	8.45	eV/Å
energy above the lowest of the compared OMol25 structures with the same formula, charge and spin	0.0	kcal per mole
spin multiplicity	2
net charge	-1
highest occupied orbital energy (alpha / beta)	-4.969 / -4.969	eV

---

Entry 4:
# C31H37N4S

2 unconnected molecules or ions with the total composition C31H37N4S (the ωB97M-V functional and the def2-TZVPD basis, the Open Molecules 2025 dataset).

Each line ends with the Löwdin charge.
Geometry (Å):
C1 3.3234 -4.8340 -1.5139  -0.23
C2 1.9314 -5.1013 -2.0448  -0.15
N1 1.0692 -3.9224 -1.8974  -0.10
C3 -0.3849 -4.0700 -1.8822  -0.11
C4 -0.8627 -2.6258 -1.7276  -0.17
N2 0.3124 -1.8008 -1.8620  -0.02
C5 1.3807 -2.6046 -1.9504  -0.57
S1 3.0322 -2.0897 -1.9966  1.03
C6 3.9225 -3.6436 -2.2401  -0.45
H1 3.3440 -4.6700 -0.4347  0.12
H2 3.9167 -5.7245 -1.7251  0.12
H3 1.9740 -5.3608 -3.1239  0.14
H4 1.4415 -5.9219 -1.5023  0.13
H5 -0.7592 -4.4521 -2.8537  0.13
H6 -0.6758 -4.7500 -1.0521  0.13
H7 -1.5902 -2.3867 -2.5202  0.12
H8 -1.3937 -2.4587 -0.7702  0.13
H9 4.9414 -3.4498 -1.8783  0.09
H10 3.9552 -3.8532 -3.3185  0.09
C7 -4.9472 2.4351 5.3163  -0.06
N3 -5.0930 2.6137 3.8849  -0.19
C8 -6.4009 3.0225 3.4120  -0.06
C9 -4.0636 2.3485 3.0271  -0.21
C10 -4.1992 2.5392 1.6250  -0.01
C11 -3.1862 2.1796 0.7464  -0.01
C12 -1.9491 1.6464 1.2084  -0.18
C13 -0.9061 1.0894 0.3396  -0.08
C14 -1.2172 0.5860 -0.9429  -0.02
C15 -0.2788 0.1754 -1.9302  -0.05
C16 -0.5265 0.4353 -3.3599  -0.20
C17 0.5418 0.3402 -4.2736  -0.02
C18 0.3442 0.6265 -5.6307  -0.07
C19 -0.9164 1.0018 -6.1112  -0.07
C20 -1.9685 1.1164 -5.2008  -0.07
C21 -1.7886 0.8521 -3.8413  -0.02
C22 0.4821 1.1079 0.7942  -0.19
C23 1.2824 -0.0265 0.5672  -0.04
C24 2.5721 -0.1304 1.0423  -0.02
C25 3.1532 0.9495 1.7481  -0.22
N4 4.4427 0.8863 2.1781  -0.20
C26 5.1182 2.0364 2.7504  -0.06
C27 5.1457 -0.3735 2.2604  -0.06
C28 2.3614 2.1008 2.0000  -0.01
C29 1.0607 2.1843 1.5288  -0.01
C30 -1.7992 1.5595 2.6163  -0.02
C31 -2.8143 1.8650 3.5001  -0.01
H11 -4.0181 2.9021 5.6753  0.09
H12 -5.8047 2.9027 5.8186  0.09
H13 -4.9165 1.3660 5.5948  0.10
H14 -6.6596 2.4869 2.4882  0.08
H15 -7.1483 2.7822 4.1822  0.09
H16 -6.4534 4.1073 3.2031  0.10
H17 -5.1296 2.9548 1.2400  0.10
H18 -3.3536 2.3196 -0.3260  0.12
H19 -2.2609 0.6882 -1.2588  0.09
H20 0.7874 0.1950 -1.6917  0.10
H21 1.5348 0.0420 -3.9372  0.10
H22 1.1584 0.4668 -6.3445  0.11
H23 -1.0943 1.1354 -7.1772  0.11
H24 -2.9798 1.3305 -5.5677  0.11
H25 -2.6393 0.9710 -3.1660  0.11
H26 0.8717 -0.8481 -0.0207  0.09
H27 3.1367 -1.0438 0.8288  0.08
H28 4.8173 2.9617 2.2397  0.09
H29 4.8880 2.1433 3.8283  0.10
H30 6.2068 1.9068 2.6388  0.09
H31 4.4490 -1.1867 2.5171  0.09
H32 5.6463 -0.6380 1.3104  0.10
H33 5.8995 -0.2841 3.0534  0.09
H34 2.7784 2.9235 2.5985  0.11
H35 0.4809 3.0919 1.7167  0.13
H36 -0.8628 1.1692 3.0266  0.12
H37 -2.6626 1.7065 4.5682  0.10

gap between HOMO and LUMO	6.3973	eV
strongest force on any atom	2.01	eV/Å
net charge	+1
highest occupied orbital energy	-9.701	eV

---

Question: strongest force on any atom of number 4 (C31H37N4S)?
Answer: 2.01 eV/Å

---

Question: Among the records above, which one has the lowest strongest force on any atom?
Answer: C31H37N4S

---

Question: Number 3 is which compound?
Answer: C52H46BrF6LuN2O6P2S3